Molecular formula: C4H9NO
Method: DFT, ωB97M-V/def2-TZVPD

The value obtained for the energy above the lowest of the compared OMol25 structures with the same formula, charge and spin is 4.6367 eV. As for the calculated total energy: -287.662056 Ha. The highest occupied orbital energy is -8.308 eV. For the frontier orbital gap, the calculation gives 8.697 eV.

Each line ends with the natural charge from an NBO analysis.
CARTESIAN COORDINATES (ANGSTROEM)
C 0.2532 -0.4474 1.0773  -0.67
C 0.1770 -1.3031 -0.1414  -0.04
C -0.4566 -1.0003 -1.3651  -0.39
C 0.0664 0.1910 -1.9337  0.61
N 0.2184 0.1442 -3.3446  -0.85
O 0.3224 1.2524 -1.3516  -0.63
H 0.9675 -0.6682 1.8533  0.22
H -0.6124 0.0525 1.4508  0.25
H 0.7994 0.0231 0.1685  0.32
H 0.4239 -2.3592 0.0115  0.19
H -0.9435 -1.7518 -1.9768  0.22
H -0.5444 -0.2359 -3.8789  0.39
H 0.6871 0.9790 -3.6614  0.39
H -0.5986 2.1948 6.5660  0.00
H -0.7600 2.9288 6.5258  0.00